DFT (wB97M-V/def2-TZVPD) results for one molecule with the formula C12H12P2 at a distorted geometry.

The value obtained for the molecular weight is 218.18 g/mol. The calculated total energy is -31209.9809 eV. As for the LUMO energy (alpha / beta): -1.37 / -1.06 eV. The charge is 0. The calculation puts the HOMO-LUMO gap (alpha / beta) at 0.2015 / 0.2212 Eh. The maximum force is 4.02 eV Å⁻¹.

Structure (XYZ):
```
26
Properties=species:S:1:pos:R:3:forces:R:3
H -2.723898 -1.327693 -1.809615 0.19 0.09 0.31
C -0.259647 0.722391 -2.672366 0.45 -1.32 3.34
C 1.739455 -0.996113 1.397853 -3.21 -0.31 -2.16
C -1.323963 -0.491455 -0.305566 -1.54 0.04 -2.70
C 0.321059 0.960862 -1.371356 -0.09 -1.92 0.39
C -1.220780 -0.291995 -2.833249 -0.05 1.87 -0.12
C -2.435916 -0.513261 0.581487 3.52 -0.24 1.94
C 1.503821 1.425545 1.216067 1.53 -1.52 -0.81
C -1.801480 -0.757180 -1.691718 0.06 -0.20 1.11
P 1.157398 -2.747892 1.138601 1.96 0.29 -1.41
P -2.000925 -0.552956 2.352908 -1.53 -0.91 -0.25
C 1.936792 2.151008 0.103451 -1.25 1.09 0.60
C 0.994011 0.058607 0.872932 1.21 0.23 1.49
H 1.955489 1.537055 2.241276 -0.62 0.20 -1.28
H -3.199313 -0.041711 2.982917 0.62 0.06 -0.41
H 0.167848 1.187460 -3.493542 0.56 1.16 -1.42
H 0.691439 -2.929375 2.370433 -1.04 -0.24 2.00
H 1.703612 2.455451 -2.005791 0.73 1.27 -1.78
H 2.397609 -3.439624 1.565460 -0.82 0.64 -0.59
H -1.700355 -0.356379 -3.817572 0.30 -0.61 0.43
H -1.206444 0.560986 2.341115 0.38 1.03 0.20
C 1.381493 1.918588 -1.192702 -0.04 -1.11 2.98
H 2.544147 3.032794 0.391422 -0.21 -0.51 -0.99
H -3.329610 -0.784234 0.140076 -1.81 -0.65 -0.33
H 2.742977 -0.881281 1.692996 0.78 0.68 1.05
C -0.034818 0.100401 -0.195519 -0.09 0.89 -1.63
```
Forces are in eV/Å.